1.
Computed, not measured: 2 unconnected molecules or ions with the total composition C30H28N2O4S2, with the ωB97M-V functional and the def2-TZVPD basis.

The LUMO energy is -0.55 eV. For the total energy, the calculation gives -64402.16979 eV. The maximum force is 2.0 eV Å⁻¹. As for the highest occupied orbital energy: -6.99 eV.

Geometry as ORCA input:
```
! RIJCOSX wB97M-V def2-TZVPD def2/J DEFGRID3
* xyz 0 1
C 2.0705 -2.9282 -2.1452
N 2.5531 -1.5880 -2.3897
C 1.7725 -0.4588 -2.2227
C 0.5082 -0.3974 -1.6786
N 2.6159 0.6091 -2.4613
C 2.2015 1.9885 -2.3090
C 3.9104 0.1663 -2.7026
C 3.8737 -1.2339 -2.6570
C 5.0380 -1.9972 -2.6204
C 6.2543 -1.3040 -2.6195
C 6.2934 0.1049 -2.6591
C 5.1206 0.8641 -2.7042
H 2.8944 -3.6306 -2.2992
H 1.6977 -3.0321 -1.1193
H 1.2493 -3.1771 -2.8298
H -0.0078 0.5506 -1.7470
H 0.0040 -1.3186 -1.4498
H 3.0830 2.6326 -2.3186
H 1.5298 2.2943 -3.1227
H 1.6580 2.1250 -1.3661
H 4.9583 -3.0820 -2.5986
H 7.1928 -1.8560 -2.5903
H 7.2634 0.6045 -2.6565
H 5.1004 1.9506 -2.7373
C 0.0586 4.8119 3.0471
C -0.9559 4.1337 3.7327
C -1.7315 3.1832 3.0660
C -1.4936 2.9185 1.7138
S -2.5047 1.7137 0.8735
C -1.7528 0.1387 1.1651
C -0.4182 -0.0903 0.9950
C 0.2546 -1.2397 1.5683
C -0.2887 -1.9104 2.6882
C 0.2240 -3.1381 3.0933
C 1.3488 -3.6747 2.4602
C 2.0050 -2.9416 1.4604
C 1.4778 -1.7140 1.0499
S -2.9285 -1.2525 1.3319
C -4.4175 -0.7765 0.4340
C -5.6234 -0.6561 1.1199
C -6.7752 -0.2968 0.4237
C -6.7179 -0.0929 -0.9582
C -5.5097 -0.2581 -1.6469
C -4.3601 -0.6252 -0.9498
O -2.3705 -2.3959 0.6411
O -3.3052 -1.3156 2.7332
O -3.7565 1.7240 1.5996
O -2.4671 1.9680 -0.5533
C -0.4870 3.5986 1.0230
C 0.3025 4.5352 1.6963
H 0.6623 5.5552 3.5672
H -1.1527 4.3424 4.7881
H -2.5265 2.6519 3.5858
H 0.1586 0.6320 0.4203
H -1.0762 -1.4334 3.2709
H -0.2758 -3.6605 3.9086
H 1.7479 -4.6382 2.7776
H 2.9281 -3.3111 1.0061
H 1.9757 -1.1052 0.2915
H -5.6424 -0.8219 2.1932
H -7.7133 -0.1770 0.9719
H -7.6181 0.1884 -1.5069
H -5.4538 -0.1083 -2.7277
H -3.4188 -0.7912 -1.4698
H -0.3385 3.3923 -0.0369
H 1.1010 5.0509 1.1566
*
```


2.
Computed, not measured: a molecular structure, C4H6O2, with the ωB97M-V functional and the def2-TZVPD basis.

The LUMO energy is 0.37 eV. For the total energy, the calculation gives -8337.94519 eV. The energy relative to the best compared isomer or geometry (same formula, charge and spin) comes out at 242.8 kJ/mol. The maximum force is 0.6 eV Å⁻¹. As for the highest occupied orbital energy: -9.57 eV.

Geometry as ORCA input:
```
! RIJCOSX wB97M-V def2-TZVPD def2/J DEFGRID3
* xyz 0 1
O 2.0822 -0.2732 1.5709
C 0.9908 -0.4177 0.8298
C 0.4355 0.5968 -0.1388
C -0.6380 -0.5170 -0.3287
O -1.6282 -0.5960 -1.0123
C 0.0512 -1.3765 0.6456
H 2.2171 -1.0670 2.1086
H -2.2684 2.1906 -2.1282
H 1.0560 0.8064 -1.0156
H 0.0738 1.5319 0.3000
H -2.2416 1.4882 -1.8783
H -0.1304 -2.3664 1.0470
*
```


3.
Computed, not measured: 2 unconnected molecules or ions with the total composition C2H2N2O2S2, with the ωB97M-V functional and the def2-TZVPD basis.

The LUMO energy is -2.21 eV. For the total energy, the calculation gives -30845.26479 eV. The energy relative to the best compared isomer or geometry (same formula, charge and spin) comes out at 638.9 kJ/mol. The maximum force is 6.3 eV Å⁻¹. As for the highest occupied orbital energy: -9.30 eV.

Geometry as ORCA input:
```
! RIJCOSX wB97M-V def2-TZVPD def2/J DEFGRID3
* xyz 0 1
C 1.4875 -0.2882 -0.0920
C 0.4076 0.7779 -0.0674
H -1.8764 2.0502 0.7519
H -0.9665 -1.9160 0.4791
N -0.6606 -0.0478 -0.2573
N -0.2956 -1.4583 -0.3691
O 0.9946 -1.5235 0.0190
O 2.7226 -0.1487 -0.1513
S -2.4731 0.2296 -0.1399
S 0.6600 2.3248 -0.1730
*
```


4.
Computed, not measured: a molecular structure, C37H33N3PtSSb2, with the ωB97M-V functional and the def2-TZVPD basis.

The LUMO energy (alpha / beta) is -7.35 / -7.35 eV. For the total energy, the calculation gives -70517.41737 eV. The energy relative to the best compared isomer or geometry (same formula, charge and spin) comes out at 0.0 kJ/mol. The maximum force is 2.9 eV Å⁻¹. As for the highest occupied orbital energy (alpha / beta): -13.64 / -13.64 eV.

Geometry as ORCA input:
```
! RIJCOSX wB97M-V def2-TZVPD def2/J DEFGRID3
* xyz 2 1
Pt -0.6417 -1.0214 -0.5764
C 1.1228 2.1619 -2.2125
C 2.1874 1.1652 -2.6303
C 2.9718 0.5727 -1.4675
Sb 2.0451 -1.2559 -0.7144
C 1.8770 -0.9803 1.4126
C 2.8757 -0.2972 2.0866
C 2.8331 -0.2114 3.4681
C 1.7962 -0.8044 4.1702
C 0.7882 -1.4704 3.4929
C 0.8217 -1.5536 2.1083
C 3.8815 -2.3921 -0.6948
C 4.3901 -2.8892 0.4933
C 5.6826 -3.3870 0.5156
C 6.4413 -3.4147 -0.6436
C 5.9061 -2.9544 -1.8371
C 4.6190 -2.4481 -1.8665
Sb -0.3628 1.5544 -0.7205
C -1.8466 3.0720 -1.1111
C -2.9232 3.1767 -0.2445
C -3.8174 4.2250 -0.3894
C -3.6295 5.1668 -1.3872
C -2.5639 5.0462 -2.2605
C -1.6657 4.0003 -2.1184
C 0.2547 2.4317 1.1434
C 0.0611 1.7455 2.3309
C 0.3940 2.3462 3.5343
C 0.8883 3.6394 3.5500
C 1.0371 4.3375 2.3625
C 0.7209 3.7366 1.1558
H 0.5471 2.4419 -3.0941
H 1.5912 3.0584 -1.8012
H 2.8841 1.7038 -3.2828
H 1.7445 0.3698 -3.2422
H 3.0679 1.2914 -0.6513
H 3.9694 0.2761 -1.7953
H 3.6992 0.1439 1.5386
H 3.6211 0.3062 3.9928
H 1.7748 -0.7466 5.2478
H -0.0208 -1.9286 4.0410
H 0.0284 -2.0886 1.5785
H 3.7998 -2.8639 1.4000
H 6.0965 -3.7459 1.4453
H 7.4497 -3.7979 -0.6181
H 6.4908 -2.9823 -2.7433
H 4.1975 -2.0868 -2.7965
H -3.0673 2.4427 0.5391
H -4.6511 4.3167 0.2899
H -4.3160 5.9915 -1.4925
H -2.4227 5.7600 -3.0588
H -0.8357 3.9317 -2.8068
H -0.3528 0.7432 2.3212
H 0.2569 1.8062 4.4583
H 1.1399 4.1107 4.4881
H 1.3912 5.3563 2.3740
H 0.8215 4.2911 0.2307
N -4.2146 -3.3253 -0.6012
C -4.8762 -2.1335 -0.7767
C -6.2228 -1.7983 -0.7510
C -6.5402 -0.4751 -0.9766
C -5.5532 0.4824 -1.2345
C -4.2148 0.1575 -1.2574
C -3.8706 -1.1647 -1.0007
N -2.6507 -1.7906 -0.9296
C -2.8917 -3.0762 -0.6973
C -1.8162 -4.0286 -0.6276
C -1.8646 -5.3976 -0.6921
S -0.2861 -6.0493 -0.6807
C 0.3426 -4.4554 -0.5828
N -0.5511 -3.5173 -0.5631
H -4.6455 -4.2195 -0.4267
H -6.9843 -2.5357 -0.5578
H -7.5727 -0.1670 -0.9621
H -5.8585 1.4999 -1.4192
H -3.4510 0.8904 -1.4728
H -2.7291 -6.0268 -0.7610
H 1.4019 -4.2715 -0.5415
*
```